Record 1
C8H12N2O4 | ωB97M-V/def2-TZVPD

Structure (XYZ):
```
26
Properties=species:S:1:pos:R:3:forces:R:3:nbo_charge:R:1
C -3.968 0.419 -0.197 -1.7 -0.3 -0.3 0.129
C -2.904 0.125 -1.158 1.0 -0.6 0.3 -0.368
C -2.286 -0.169 0.913 0.5 0.4 -1.1 0.198
C 1.087 1.812 0.527 0.2 -1.9 -2.1 -0.557
C 1.534 0.426 0.957 1.3 -0.5 2.0 0.065
C 1.842 -0.316 -0.333 1.3 0.0 0.4 0.054
C 0.482 1.478 -0.850 -0.6 0.8 1.2 0.830
C 1.513 -1.896 -0.276 -1.7 3.0 0.2 -0.065
N -3.651 0.098 0.999 -0.6 1.1 0.4 -0.450
N -1.809 -0.271 -0.280 0.7 0.7 0.8 -0.427
O 0.961 0.313 -1.234 0.3 -1.4 -1.8 -0.497
O 2.661 0.498 1.878 0.4 -1.6 -1.0 -0.712
O -0.303 2.079 -1.520 0.0 0.5 -0.1 -0.585
O 1.705 -2.389 -1.512 0.4 -1.5 -3.0 -0.715
H -4.998 0.633 -0.505 0.3 0.1 0.3 0.198
H -3.226 -0.829 -1.562 -0.3 -0.2 -0.9 0.254
H -1.698 -0.042 1.809 0.2 -0.9 0.2 0.191
H 0.570 2.477 1.115 -2.2 0.6 1.7 0.249
H 1.875 2.484 0.317 1.9 0.1 -0.5 0.251
H 0.832 -0.254 1.467 -0.7 1.0 -0.1 0.179
H 2.952 -0.069 -0.660 -2.0 -0.9 0.5 0.189
H 0.392 -2.079 -0.009 2.0 0.6 0.5 0.189
H 2.280 -2.351 0.323 -0.1 -0.4 0.9 0.180
H 3.110 -0.398 1.803 -0.7 1.7 0.4 0.463
H -2.603 0.840 -1.947 -0.1 -0.4 0.5 0.274
H 1.016 -2.130 -2.145 0.3 0.1 0.5 0.483
```
Positions in Å, forces in eV/Å.

For the relative energy (zero: lowest compared OMol25 entry of this formula, charge and spin), the calculation gives 31.6 kJ/mol. The value obtained for the HOMO energy is -10.05 eV. As for the SMILES: O=C1C[C@H](O)[C@@H](CO)O1.C1=NC=NC1. The value obtained for the lowest unoccupied orbital energy is 0.5122 eV.



Record 2
C6H10N2 | ωB97M-V/def2-TZVPD

Structure (XYZ):
```
18
Properties=species:S:1:pos:R:3:forces:R:3:nbo_charge:R:1
C 1.501 -0.650 -0.511 -2.8 -0.8 -0.2 -0.254
C 0.298 1.268 0.272 0.0 -4.2 -1.0 -0.045
C -1.545 0.011 0.041 6.2 -0.2 -2.1 -0.059
C -0.906 1.257 -0.707 -1.8 1.0 1.9 -0.433
C -0.322 -0.004 1.046 0.3 0.7 1.4 -0.249
C 0.353 -1.258 0.403 -2.4 2.6 -3.5 -0.121
H 2.303 -1.302 -0.381 2.4 0.0 0.2 0.204
H 1.142 -0.818 -1.548 0.2 0.2 0.6 0.212
H 2.204 0.762 0.741 -1.6 0.5 -3.3 0.329
H 0.443 2.153 0.817 0.1 1.1 0.7 0.204
H -2.547 -0.161 0.152 -2.5 0.0 0.6 0.194
H -0.766 1.121 -1.792 0.0 0.3 0.6 0.236
H -1.462 2.209 -0.373 0.4 -1.3 -1.3 0.207
H -0.255 0.056 2.153 -0.7 0.1 -0.5 0.210
H 0.289 -2.286 0.735 1.2 0.2 1.0 0.216
H -1.493 -1.865 -0.163 -0.1 -1.3 -0.5 0.326
N 1.588 0.782 -0.246 3.1 -0.1 3.9 -0.578
N -0.825 -1.275 -0.639 -2.0 1.1 1.7 -0.599
```
Positions in Å, forces in eV/Å.

For the relative energy (zero: lowest compared OMol25 entry of this formula, charge and spin), the calculation gives 405.4 kJ/mol. The value obtained for the HOMO energy is -8.87 eV. As for the SMILES: C1N[C@H]2C[C@H]3N[C@@H]1[C@@H]23. The value obtained for the lowest unoccupied orbital energy is 0.9228 eV.